(1)
Here is the molecule C4H11N3 from the OMol25 dataset. Energies are from the ωB97M-V functional and the def2-TZVPD basis.

Each line ends with the Mulliken charge.
Cartesian coordinates (Å):
1 C -0.34 1.39 -0.61  -1.37
2 C -1.09 0.13 -0.27  0.53
3 C -1.23 -0.83 -1.44  -1.23
4 N -0.52 -0.31 1.38  -0.62
5 N 0.40 -1.13 0.66  -0.39
6 C 1.62 -0.75 0.70  -0.06
7 N 2.07 0.36 1.38  -0.37
8 H -0.77 1.82 -1.52  0.44
9 H 0.71 1.17 -0.83  0.30
10 H -0.39 2.12 0.19  0.30
11 H -2.09 0.37 0.10  0.30
12 H -1.78 -0.33 -2.24  0.41
13 H -1.78 -1.73 -1.15  0.34
14 H -0.26 -1.11 -1.83  0.27
15 H -1.27 -0.96 1.62  0.31
16 H 2.35 -1.32 0.13  0.34
17 H 3.01 0.35 1.74  0.22
18 H 1.36 0.74 2.00  0.27

Output
Charge: 0
HOMO energy: -8.11 eV
Relative energy (zero: lowest compared OMol25 entry of this formula, charge and spin): 3.4484 eV
DFT total energy: -8794.171 eV
Multiplicity: 1
HOMO-LUMO gap: 9.268 eV
Lowest unoccupied orbital energy: 1.16 eV

(2)
Here is a structure of composition C4H11N3 from the OMol25 dataset. Energies are from the ωB97M-V functional and the def2-TZVPD basis.

Each line ends with the Mulliken charge.
Cartesian coordinates (Å):
1 C -0.28 -1.69 -0.38  -0.51
2 C -0.96 1.75 -0.38  -1.28
3 N 0.40 -0.85 -1.21  -0.27
4 C 1.10 0.24 -0.47  -0.15
5 N 2.23 -0.29 0.22  -0.44
6 N -0.92 -0.58 0.84  -0.50
7 C 0.07 0.89 0.34  -0.06
8 H -0.16 -0.47 -1.96  0.32
9 H 2.06 -0.80 1.09  0.14
10 H 2.95 0.39 0.37  0.28
11 H -1.92 -0.46 0.78  0.26
12 H -0.67 -0.89 1.77  0.26
13 H 0.38 -2.28 0.26  0.33
14 H -1.10 -2.25 -0.84  0.34
15 H 0.49 1.40 1.20  0.27
16 H -0.51 2.68 -0.71  0.35
17 H -1.38 1.23 -1.24  0.29
18 H -1.79 1.99 0.29  0.36

Output
Charge: 0
HOMO energy: -6.35 eV
Relative energy (zero: lowest compared OMol25 entry of this formula, charge and spin): 4.6024 eV
DFT total energy: -8793.017 eV
Multiplicity: 1
HOMO-LUMO gap: 7.082 eV
Lowest unoccupied orbital energy: 0.74 eV

(3)
Here is the ion C4H11N3 with charge +1 from the OMol25 dataset. Energies are from the ωB97M-V functional and the def2-TZVPD basis.

Each line ends with the Löwdin spin population.
Cartesian coordinates (Å):
1 C -0.55 1.67 -0.64  0.04
2 C 0.12 1.37 0.75  0.04
3 C 0.90 0.08 0.74  0.07
4 N 1.62 -2.59 -0.01  0.18
5 C 0.44 -2.16 -0.18  -0.01
6 N 0.02 -1.03 0.50  0.33
7 N -1.62 0.80 -0.95  0.26
8 H 0.20 1.75 -1.41  0.00
9 H -1.00 2.64 -0.41  0.02
10 H 0.76 2.24 0.88  0.00
11 H -0.61 1.50 1.54  0.00
12 H 1.27 -0.08 1.77  0.05
13 H 1.83 0.06 0.18  0.01
14 H 1.79 -3.51 -0.41  0.01
15 H -0.33 -2.73 -0.71  0.00
16 H -0.96 -0.78 0.40  0.00
17 H -2.40 0.62 -0.34  0.00
18 H -1.46 0.14 -1.71  0.00

Output
Charge: +1
HOMO energy (spin up / spin down): -14.31 / -13.34 eV
Relative energy (zero: lowest compared OMol25 entry of this formula, charge and spin): 1.7525 eV
DFT total energy: -8787.659 eV
Multiplicity: 2
Expectation value of S²: 0.765
HOMO-LUMO gap (spin up / spin down): 11.255 / 5.438 eV
Lowest unoccupied orbital energy (spin up / spin down): -3.06 / -7.90 eV

(4)
Here is a structure of composition C4H11N3O from the OMol25 dataset. Energies are from the ωB97M-V functional and the def2-TZVPD basis.

Each line ends with the Mulliken charge.
Cartesian coordinates (Å):
1 C -1.63 -1.00 -1.00  -0.93
2 C -1.49 0.29 1.68  -1.16
3 C -0.74 0.72 0.46  0.12
4 N -0.64 -0.02 -0.61  -0.14
5 H -0.17 1.64 0.50  0.48
6 H -1.65 -1.81 -0.27  0.35
7 H -1.32 -1.44 -1.95  0.26
8 H -2.64 -0.59 -1.07  0.32
9 H -1.38 -0.78 1.85  0.33
10 H -1.13 0.84 2.55  0.33
11 H -2.55 0.51 1.55  0.32
12 N 2.19 1.62 -0.01  -0.42
13 C 1.25 -0.36 -0.77  0.07
14 O 1.51 -1.72 -0.87  -0.47
15 N 1.88 0.28 0.23  -0.54
16 H 1.91 -1.97 -0.02  0.35
17 H 3.00 1.87 0.53  0.23
18 H 2.33 1.85 -1.00  0.18
19 H 1.28 0.06 -1.78  0.31

Output
Charge: 0
HOMO energy (spin up / spin down): -6.68 / -6.68 eV
Relative energy (zero: lowest compared OMol25 entry of this formula, charge and spin): 5.0793 eV
DFT total energy: -10840.132 eV
Multiplicity: 1
HOMO-LUMO gap (spin up / spin down): 7.135 / 7.134 eV
Lowest unoccupied orbital energy (spin up / spin down): 0.45 / 0.45 eV

(5)
Here is a structure of composition C4H11N3O from the OMol25 dataset. Energies are from the ωB97M-V functional and the def2-TZVPD basis.

Each line ends with the Mulliken charge.
Cartesian coordinates (Å):
1 C -1.64 2.13 0.27  -0.76
2 C -0.48 0.07 0.03  0.35
3 C 1.57 -0.07 -1.37  -0.74
4 C 0.75 -2.16 0.00  -0.59
5 H -2.13 1.90 1.53  0.20
6 H -2.37 2.79 -0.27  0.33
7 H -0.75 3.00 0.41  0.20
8 H -1.95 0.89 -1.44  0.32
9 H -0.14 -1.49 2.75  0.34
10 H 1.25 0.93 -1.81  0.32
11 H 2.19 -0.91 -2.07  0.23
12 H 2.31 0.18 -0.50  0.25
13 H 1.52 -1.87 0.87  0.25
14 H -0.39 -2.24 0.56  0.18
15 H 1.08 -2.95 -0.80  0.28
16 N -1.16 1.08 -0.62  -0.21
17 N -0.49 0.09 1.31  -0.27
18 N 0.29 -0.81 -0.75  -0.18
19 O 0.53 -0.56 1.90  -0.50

Output
Charge: 0
HOMO energy: -8.21 eV
Relative energy (zero: lowest compared OMol25 entry of this formula, charge and spin): 9.6800 eV
DFT total energy: -10835.531 eV
Multiplicity: 1
HOMO-LUMO gap: 8.066 eV
Lowest unoccupied orbital energy: -0.15 eV

(6)
Here is a cluster of 2 separate species, C4H11N3O in total from the OMol25 dataset. Energies are from the ωB97M-V functional and the def2-TZVPD basis.

Each line ends with the Mulliken charge.
Cartesian coordinates (Å):
1 C -0.07 -2.14 -1.51  -0.77
2 C 0.36 -0.90 -1.69  -0.17
3 N 1.51 -0.36 -1.14  0.08
4 N 2.04 -1.03 -0.05  -0.56
5 O 1.48 1.05 -0.99  -0.47
6 H 0.45 -2.82 -0.86  0.31
7 H -0.92 -2.51 -2.04  0.27
8 H -0.14 -0.20 -2.35  0.42
9 H 3.03 -0.80 0.03  0.25
10 H 1.56 -0.81 0.82  0.19
11 H 0.77 1.28 -0.35  0.55
12 C -0.80 2.36 1.50  -0.34
13 N -0.62 1.27 0.92  -0.25
14 C -1.56 0.20 1.04  -0.93
15 H -1.67 2.58 2.13  0.25
16 H -0.07 3.14 1.39  0.26
17 H -1.89 -0.07 0.03  0.29
18 H -2.42 0.45 1.66  0.35
19 H -1.04 -0.67 1.45  0.26

Output
Charge: 0
HOMO energy: -8.02 eV
Relative energy (zero: lowest compared OMol25 entry of this formula, charge and spin): 4.7075 eV
DFT total energy: -10840.504 eV
Multiplicity: 1
HOMO-LUMO gap: 8.899 eV
Lowest unoccupied orbital energy: 0.88 eV